{"formula": "C31H49BrN5O3Si3V", "method": "ωB97M-V with the def2-TZVPD basis set", "elements": ["V", "Br", "C", "C", "C", "C", "C", "N", "C", "O", "O", "H", "H", "H", "C", "Si", "C", "C", "C", "Si", "C", "C", "C", "Si", "C", "C", "C", "C", "C", "C", "C", "N", "H", "H", "H", "H", "H", "H", "H", "H", "H", "H", "H", "H", "H", "H", "H", "H", "H", "H", "H", "H", "H", "H", "H", "H", "H", "H", "H", "H", "C", "N", "C", "C", "C", "C", "C", "C", "C", "C", "H", "H", "H", "H", "H", "H", "H", "H", "H", "H", "H", "H", "C", "N", "C", "N", "O", "H", "H", "H", "H", "H", "H"], "positions_angstrom": [[-0.0902, 0.0524, 0.3155], [2.9129, -1.9547, 4.0081], [1.5889, -3.0478, 3.1940], [1.5870, -4.3922, 3.5511], [0.6236, -5.2039, 2.9861], [-0.2830, -4.6393, 2.0999], [-0.1645, -3.2910, 1.8070], [0.7620, -2.4890, 2.3406], [-1.1188, -2.7263, 0.7972], [-2.1383, -3.2923, 0.4863], [-0.7649, -1.5990, 0.2368], [2.3225, -4.7730, 4.2441], [0.5811, -6.2576, 3.2294], [-1.0664, -5.2155, 1.6278], [1.2584, 0.6841, -3.3209], [0.3870, 1.9932, -2.3026], [-0.5243, 3.0528, -3.5685], [1.7129, 3.1361, -1.5695], [-0.8772, 1.3221, -0.9613], [-2.4489, 0.6362, -1.8514], [-3.5637, -0.3964, -0.7567], [-1.9667, -0.4567, -3.2998], [-3.5438, 2.0547, -2.4345], [-1.3242, 2.7702, 0.1960], [-1.2401, 4.4949, -0.5295], [-2.9777, 2.7070, 1.0853], [0.0250, 2.6349, 1.5507], [0.4246, 3.6876, 2.3648], [1.3966, 3.4898, 3.3368], [1.9655, 2.2324, 3.4775], [1.5560, 1.2263, 2.6213], [0.6145, 1.4304, 1.6977], [2.1667, 0.3151, -2.8459], [1.5425, 1.1581, -4.2670], [0.6314, -0.1738, -3.5633], [0.2610, 3.4535, -4.2194], [-1.0614, 3.9051, -3.1509], [-1.2068, 2.4876, -4.2051], [2.7002, 2.7405, -1.8202], [1.6894, 3.2936, -0.4890], [1.6297, 4.1208, -2.0389], [-3.0711, -1.2996, -0.3989], [-4.3890, -0.7149, -1.4033], [-3.9994, 0.1604, 0.0754], [-1.3470, -1.2971, -2.9709], [-1.4422, 0.0647, -4.1029], [-2.8817, -0.8790, -3.7251], [-4.0259, 2.5703, -1.5985], [-4.3506, 1.6023, -3.0218], [-3.0625, 2.7988, -3.0648], [-2.0373, 4.6169, -1.2690], [-0.2951, 4.7813, -0.9880], [-1.4611, 5.2006, 0.2783], [-3.7944, 3.0510, 0.4461], [-2.9103, 3.4165, 1.9177], [-3.2427, 1.7345, 1.4907], [-0.0248, 4.6647, 2.2342], [1.7086, 4.3079, 3.9743], [2.7248, 2.0308, 4.2197], [1.9786, 0.2323, 2.6565], [2.7330, -4.6794, -2.2899], [1.7410, -3.6324, -2.4153], [1.8612, -2.8756, -3.6404], [1.3470, -2.8656, -1.2492], [2.2569, -1.7403, -0.7465], [3.6312, -1.9823, -0.7673], [4.5661, -1.0005, -0.4820], [4.1321, 0.2682, -0.1414], [2.7713, 0.4962, -0.0155], [1.8013, -0.4805, -0.2898], [2.5685, -5.4169, -3.0794], [2.6227, -5.1881, -1.3296], [3.7749, -4.3398, -2.3880], [1.9239, -3.5634, -4.4859], [2.7468, -2.2187, -3.6708], [0.9721, -2.2570, -3.7786], [1.1963, -3.5876, -0.4385], [0.3775, -2.4400, -1.4839], [3.9821, -2.9683, -1.0313], [5.6238, -1.2282, -0.5352], [4.8386, 1.0656, 0.0575], [2.4735, 1.4834, 0.2983], [-1.7950, 1.5134, 4.4149], [-2.7333, 0.5034, 3.9645], [-2.5556, -0.2505, 2.8573], [-3.4804, -1.2145, 2.6313], [-1.5952, -0.0964, 2.0854], [-1.4849, 1.3179, 5.4409], [-0.9188, 1.4708, 3.7752], [-2.2306, 2.5117, 4.3570], [-3.5450, 0.3270, 4.5296], [-4.2548, -1.3822, 3.2464], [-3.4034, -1.7628, 1.7915]], "forces_ev_per_a": [[-0.2, 0.2, 0.4], [0.0, 0.1, -0.1], [0.1, 0.0, 0.1], [0.0, 0.0, 0.0], [0.0, 0.0, 0.0], [0.0, 0.0, 0.0], [-0.1, -0.2, 0.1], [0.0, 0.0, 0.0], [0.0, 0.1, -0.1], [-0.2, -0.2, 0.2], [0.2, -0.3, -0.5], [0.0, 0.0, 0.0], [0.0, 0.0, 0.0], [0.0, 0.0, 0.0], [0.0, 0.0, 0.0], [0.0, 0.1, 0.0], [0.0, 0.0, 0.0], [0.0, 0.0, 0.0], [0.2, -0.1, 0.0], [-0.1, -0.1, -0.1], [0.0, 0.0, -0.1], [0.0, 0.1, 0.0], [0.0, 0.0, 0.0], [0.0, 0.0, 0.1], [-0.1, 0.0, 0.0], [0.0, 0.1, -0.1], [-0.1, 0.3, 0.1], [0.0, 0.1, 0.1], [0.0, 0.0, 0.0], [-0.1, 0.0, -0.1], [0.0, 0.0, 0.2], [0.0, 0.1, -0.2], [0.0, 0.0, 0.0], [0.0, 0.0, 0.0], [0.1, 0.1, 0.0], [0.0, 0.0, 0.0], [0.0, -0.1, 0.0], [0.0, 0.0, 0.0], [0.0, 0.0, 0.0], [0.0, 0.0, -0.1], [0.0, -0.1, 0.0], [-0.1, 0.1, 0.0], [0.0, 0.0, 0.1], [0.1, 0.0, 0.0], [0.0, 0.0, 0.0], [-0.1, 0.0, 0.1], [0.0, 0.0, 0.0], [0.1, -0.1, -0.1], [0.0, 0.0, 0.0], [0.0, 0.0, 0.0], [0.1, 0.0, 0.1], [0.0, -0.1, 0.1], [0.0, 0.0, 0.0], [0.1, 0.0, 0.0], [0.0, 0.0, 0.0], [0.0, 0.0, 0.0], [0.0, 0.0, 0.0], [0.0, 0.0, 0.0], [0.0, 0.0, 0.0], [0.0, 0.0, 0.0], [-0.1, 0.0, 0.0], [0.1, 0.1, 0.0], [0.0, 0.0, 0.0], [0.0, -0.1, 0.0], [0.1, 0.0, -0.1], [-0.1, 0.0, -0.1], [0.0, 0.0, 0.0], [0.0, 0.0, 0.0], [0.0, 0.0, 0.0], [-0.1, 0.0, 0.1], [0.0, 0.0, 0.0], [0.0, 0.0, 0.0], [0.0, 0.0, 0.0], [0.0, 0.0, 0.0], [0.0, 0.0, 0.0], [0.0, 0.0, 0.0], [0.0, 0.0, 0.0], [-0.1, 0.1, 0.0], [0.0, 0.0, 0.0], [0.0, 0.0, 0.0], [0.0, 0.0, 0.0], [0.0, 0.0, 0.0], [0.0, 0.0, -0.1], [0.0, 0.0, 0.0], [-0.1, -0.4, 0.1], [0.1, 0.2, 0.0], [0.2, 0.5, 0.0], [0.0, 0.0, 0.0], [0.0, 0.0, 0.0], [0.0, 0.0, 0.0], [0.0, 0.0, 0.0], [0.0, 0.0, 0.0], [0.0, -0.1, -0.1]], "energy_ha": -6096.6174, "charge": 1, "de_lowest_kcal_mol": 0.0, "multiplicity": 2, "e_homo_ev": [-10.10, -10.10], "fmax_ev_per_a": 0.66, "gap_ha": [0.2433, 0.2600]}